w:
Molecular formula: C7H39NO13
Method: DFT, ωB97M-V/def2-TZVPD

HOMO level: -8.78 eV
LUMO energy: -0.201 eV

The geometry in ORCA input format:
```
! wB97M-V def2-TZVPD RIJCOSX def2/J DEFGRID3
* xyz 0 1
C 0.468 0.240 3.680
C 0.510 0.834 2.302
C 0.057 -0.166 1.232
N 0.499 -0.138 -1.752
C -0.700 0.290 -1.137
C -0.822 0.415 0.188
C -2.562 -0.293 -2.500
C -1.920 0.708 -1.927
H 0.678 0.927 4.497
H 1.263 -0.517 3.696
H -0.513 -0.094 4.060
H 1.447 1.329 2.055
H -0.173 1.764 2.322
H 1.006 -0.467 0.753
H -0.464 -1.030 1.659
H 0.495 -0.793 -2.531
H 0.954 -0.731 -1.042
H -1.598 1.064 0.644
H -3.421 -0.186 -3.140
H -2.403 -1.329 -2.304
H -2.030 1.804 -1.962
H 3.366 -1.882 0.852
H 3.003 -1.109 -0.319
O 2.791 -1.967 0.085
H 2.608 -1.644 2.472
H 1.165 -2.223 2.030
O 1.866 -2.193 2.714
H 2.302 -3.211 -1.349
H 2.097 -4.721 -1.377
O 2.263 -3.969 -1.952
H 1.146 4.541 -1.335
H 0.454 3.602 -0.154
O 0.859 3.676 -1.045
H -0.598 2.938 2.007
H -1.193 3.689 0.839
O -0.348 3.613 1.321
H 3.853 -2.272 -2.349
H 3.185 -1.158 -3.272
O 3.605 -1.347 -2.426
H -0.536 -3.920 0.761
H 0.487 -3.952 1.911
O -0.364 -3.575 1.650
H -1.663 -1.466 -0.175
H -1.944 -2.549 0.958
O -2.248 -2.188 0.123
H 1.872 0.526 -3.588
H 3.235 0.815 -4.231
O 2.418 0.320 -4.355
H 2.264 2.799 -1.577
H 2.830 1.460 -1.664
O 2.900 2.289 -2.156
H -3.847 0.336 2.958
H -2.409 0.499 3.457
O -3.162 0.995 3.120
H -4.241 -0.904 0.752
H -3.880 -0.009 -0.458
O -4.234 0.011 0.453
H -3.581 3.037 0.599
H -3.272 2.561 2.055
O -3.238 3.318 1.452
*
```

Want to see where the charge sits? The Mulliken charges in e are: -1.306 0.126 1.319 0.664 0.198 0.368 -1.036 -0.078 0.473 0.301 0.137 0.598 -0.709 -0.955 0.449 0.484 -0.782 -0.683 0.341 0.294 0.371 0.262 0.184 -0.602 0.258 0.423 -0.695 0.350 0.300 -0.666 0.275 0.522 -0.692 0.251 0.318 -0.809 0.268 0.366 -0.576 0.320 0.294 -0.713 0.467 0.343 -0.793 0.357 0.324 -0.724 0.404 0.249 -0.672 0.268 0.277 -0.661 0.312 0.264 -0.615 0.314 0.330 -0.657

x:
Molecular formula: C7H39NO13
Method: DFT, ωB97M-V/def2-TZVPD

HOMO level: -8.40 eV
LUMO energy: 0.247 eV

The geometry in ORCA input format:
```
! wB97M-V def2-TZVPD RIJCOSX def2/J DEFGRID3
* xyz 0 1
C -0.583 -2.153 1.763
C -1.714 -1.688 0.820
N 0.256 0.067 -0.328
C -0.453 -0.818 -1.151
C -1.346 -1.697 -0.651
C -2.039 -2.710 -1.481
C -1.434 -3.626 -2.225
C -0.154 -0.646 -2.613
H 0.041 -1.327 2.099
H -0.996 -2.657 2.634
H 0.083 -2.870 1.273
H -2.567 -2.353 0.954
H -2.032 -0.688 1.132
H 0.660 0.851 -0.821
H -0.192 0.350 0.548
H -3.122 -2.678 -1.395
H -1.959 -4.344 -2.845
H -0.355 -3.707 -2.309
H -0.546 0.307 -2.976
H -0.573 -1.444 -3.217
H 0.916 -0.649 -2.836
H -3.230 1.926 0.549
H -2.401 2.791 1.512
O -3.187 2.235 1.481
H 3.309 2.319 0.229
H 3.008 2.536 1.738
O 2.944 2.959 0.870
H 3.635 -2.140 -0.944
H 2.314 -1.660 -1.512
O 3.258 -1.694 -1.715
H -1.966 1.876 -1.365
H -2.652 0.491 -1.298
O -2.807 1.428 -1.121
H 0.609 1.305 2.733
H -0.989 1.175 2.837
O -0.236 1.437 2.253
H 2.858 1.474 -1.766
H 3.596 0.141 -1.464
O 3.441 1.038 -1.101
H 2.558 0.642 3.992
H 2.499 0.384 2.432
O 2.339 1.049 3.150
H -1.059 -4.325 0.428
H -1.987 -5.357 -0.214
O -1.530 -5.143 0.603
H -2.803 -0.204 3.487
H -2.973 1.235 2.921
O -2.497 0.704 3.601
H 0.004 2.850 1.245
H 1.267 3.459 0.669
O 0.284 3.533 0.592
H 2.984 0.039 0.389
H 1.819 -0.787 0.830
O 2.746 -0.611 1.085
H 2.224 2.920 -3.278
H 0.887 2.448 -2.605
O 1.757 2.146 -2.951
H -0.235 3.212 -0.832
H -1.107 3.692 -2.076
O -0.575 2.954 -1.759
*
```

Want to see where the charge sits? The Mulliken charges in e are: -1.204 -0.064 1.249 -0.036 0.935 -0.848 -1.143 -1.503 0.080 0.414 0.476 0.575 -0.062 -0.284 -0.182 0.298 0.333 0.270 0.197 0.636 0.298 0.463 0.308 -0.772 0.394 0.327 -0.767 0.341 0.317 -0.717 0.453 0.338 -0.832 0.356 0.299 -0.702 0.373 0.397 -0.851 0.271 0.487 -0.706 0.388 0.348 -0.676 0.302 0.388 -0.755 0.313 0.500 -0.760 0.453 0.303 -0.888 0.290 0.356 -0.678 0.459 0.255 -0.807

Result of the stability comparison: w is the least stable of them.

w:
Molecular formula: C4H4ClNS
Method: DFT, ωB97M-V/def2-TZVPD

HOMO level: -8.88 eV
LUMO energy: 0.598 eV
SMILES: Cl[C@@H]1[C@@H]2C=NS[C@@H]12

The geometry in ORCA input format:
```
! wB97M-V def2-TZVPD RIJCOSX def2/J DEFGRID3
* xyz 0 1
Cl -0.199 0.848 -2.709
C -0.377 1.095 -0.982
C 0.500 0.508 0.165
C 1.093 -0.857 0.821
N 0.157 -1.574 1.443
S -1.379 -0.853 1.286
C -0.829 -0.153 -0.239
H -0.616 2.079 -0.771
H 0.119 1.127 1.107
H 2.193 -1.177 0.765
H -0.661 -1.044 -0.886
*
```

Want to see where the charge sits? The Mulliken charges in e are: -0.183 0.060 -0.167 -0.105 -0.366 0.001 -0.411 0.387 0.219 0.320 0.244

x:
Molecular formula: C4H4ClNS
Method: DFT, ωB97M-V/def2-TZVPD

HOMO level (spin up / spin down): -8.55 / -8.55 eV
LUMO energy (spin up / spin down): 0.180 / 0.180 eV

The geometry in ORCA input format:
```
! wB97M-V def2-TZVPD RIJCOSX def2/J DEFGRID3
* xyz 0 1
C -0.040 -0.835 0.971
C -1.366 -0.849 0.367
C 0.858 -0.190 0.210
C 0.397 0.392 -1.054
N -1.585 -0.310 -0.740
S 0.368 2.115 -1.264
Cl 2.499 0.044 0.668
H 0.196 -1.330 1.897
H -2.182 -1.336 0.898
H 0.626 -0.114 -1.983
H 0.231 2.413 0.030
*
```

Want to see where the charge sits? The Mulliken charges in e are: -0.425 -0.029 0.103 -0.037 -0.567 -0.122 -0.154 0.402 0.394 0.287 0.149

Result of the stability comparison: w is the least stable of them.

w:
Molecular formula: C6H15P
Method: DFT, ωB97M-V/def2-TZVPD

HOMO level: -9.29 eV
LUMO energy: 1.009 eV
SMILES: CC(C)P.C=CC

The geometry in ORCA input format:
```
! wB97M-V def2-TZVPD RIJCOSX def2/J DEFGRID3
* xyz 0 1
C 3.430 0.620 -0.234
C 1.957 0.445 0.406
C 0.707 0.612 -0.425
P 1.761 -1.252 1.275
H 4.164 0.394 0.499
H 3.421 1.629 -0.470
H 3.628 -0.054 -0.977
H 1.982 1.263 1.297
H -0.120 0.481 0.234
H 0.607 1.607 -0.842
H 0.678 -0.105 -1.137
H 2.943 -0.890 2.114
H 2.676 -2.076 0.499
C -2.608 0.097 0.967
C -3.309 -0.651 0.165
C -3.372 -0.397 -1.287
H -2.202 1.003 0.576
H -2.365 -0.123 2.067
H -3.856 -1.654 0.417
H -4.115 -1.008 -1.824
H -2.321 -0.554 -1.774
H -3.686 0.612 -1.546
*
```

Want to see where the charge sits? The Mulliken charges in e are: -1.471 0.221 -1.190 -0.100 0.400 0.412 0.447 0.258 0.105 0.410 0.446 0.030 0.031 -0.852 0.244 -0.989 0.295 0.230 0.250 0.332 0.174 0.318

x:
Molecular formula: C6H15P
Method: DFT, ωB97M-V/def2-TZVPD

HOMO level: -8.24 eV
LUMO energy: 1.139 eV
SMILES: CC[C@@H](C)P(C)C

The geometry in ORCA input format:
```
! wB97M-V def2-TZVPD RIJCOSX def2/J DEFGRID3
* xyz 0 1
C 2.555 -0.449 -1.132
C 1.085 0.174 -1.024
C 0.394 0.169 0.341
C 1.008 1.115 1.407
P -1.491 0.740 0.068
C -2.520 -0.785 0.440
C -1.855 0.688 -1.826
H 3.202 -0.189 -0.353
H 2.961 -0.162 -2.118
H 2.547 -1.553 -1.136
H 1.096 1.263 -1.455
H 0.400 -0.277 -1.742
H 0.365 -0.842 0.755
H 0.240 1.348 2.090
H 1.969 0.734 1.899
H 1.570 2.055 1.042
H -2.354 -1.014 1.440
H -3.578 -0.468 0.516
H -2.355 -1.642 -0.272
H -2.874 1.067 -1.846
H -1.267 1.447 -2.314
H -1.538 -0.358 -2.085
*
```

Want to see where the charge sits? The Mulliken charges in e are: -1.273 -0.497 0.295 -1.366 0.079 -1.099 -1.155 0.361 0.339 0.325 0.271 0.173 0.336 0.474 0.352 0.270 0.402 0.373 0.284 0.389 0.336 0.330

Result of the stability comparison: w is the least stable of them.

w:
Molecular formula: C5H8O
Method: DFT, ωB97M-V/def2-TZVPD

HOMO level (spin up / spin down): -14.06 / -15.70 eV
LUMO energy (spin up / spin down): -5.001 / -7.309 eV

The geometry in ORCA input format:
```
! wB97M-V def2-TZVPD RIJCOSX def2/J DEFGRID3
* xyz 1 2
C 0.281 2.814 -0.296
C -0.109 1.515 0.003
C 0.690 0.294 -0.137
C -0.001 -0.949 0.134
O -1.362 -0.864 0.102
C 0.593 -2.318 0.217
H 1.281 2.853 -0.768
H -0.310 3.804 -0.006
H -1.067 1.369 0.571
H 1.802 0.279 -0.572
H -1.693 -1.565 -0.496
H 0.615 -2.531 1.320
H -0.074 -3.082 -0.266
H 1.623 -2.354 -0.127
*
```

Want to see where the charge sits? The Mulliken charges in e are: -0.594 0.106 -0.284 0.675 -0.417 -0.959 0.253 0.284 0.275 0.283 0.371 0.304 0.359 0.345

x:
Molecular formula: C5H8O
Method: DFT, ωB97M-V/def2-TZVPD

HOMO level (spin up / spin down): -15.06 / -15.09 eV
LUMO energy (spin up / spin down): -4.523 / -7.888 eV

The geometry in ORCA input format:
```
! wB97M-V def2-TZVPD RIJCOSX def2/J DEFGRID3
* xyz 1 2
C 2.045 -0.214 -1.584
C 0.708 0.136 -1.427
C -0.276 -0.408 -0.531
C -0.524 -0.038 0.795
O 0.481 0.699 1.368
C -1.816 -0.186 1.520
H 2.643 0.322 -2.288
H 2.563 -0.861 -0.779
H 0.525 1.006 -2.058
H -1.117 -0.976 -0.851
H 1.245 1.037 0.664
H -1.697 0.499 2.403
H -2.772 0.299 1.048
H -2.007 -1.314 1.721
*
```

Want to see where the charge sits? The Mulliken charges in e are: -0.476 -0.686 0.110 0.788 -0.419 -1.093 0.324 0.265 0.305 0.404 0.438 0.359 0.349 0.332

Result of the stability comparison: x is the least stable of them.

w:
Molecular formula: H2NO3S2
Method: DFT, ωB97M-V/def2-TZVPD

HOMO level: -4.24 eV
LUMO energy: 3.709 eV
SMILES: NOS(=O)(=O)[S-]

The geometry in ORCA input format:
```
! wB97M-V def2-TZVPD RIJCOSX def2/J DEFGRID3
* xyz -1 1
N -0.277 0.646 0.430
O -0.518 -0.375 1.400
S -0.781 -1.826 0.724
O 0.473 -2.333 0.185
O -1.223 -2.618 1.811
S -1.956 -1.578 -0.953
H 0.740 0.802 0.491
H -0.682 0.156 -0.480
*
```

Want to see where the charge sits? The Mulliken charges in e are: -0.407 -0.245 0.913 -0.586 -0.564 -0.573 0.232 0.229

x:
Molecular formula: H2NO3S2
Method: DFT, ωB97M-V/def2-TZVPD

HOMO level: -4.38 eV
LUMO energy: 3.607 eV

The geometry in ORCA input format:
```
! wB97M-V def2-TZVPD RIJCOSX def2/J DEFGRID3
* xyz -1 1
N 0.030 -1.446 0.149
O -0.465 0.782 -1.485
O -1.124 1.952 0.478
O -0.883 -0.517 0.682
S 1.803 0.761 0.641
S -0.334 0.871 -0.019
H -0.024 -1.550 -0.818
H 0.996 -0.853 0.371
*
```

Want to see where the charge sits? The Mulliken charges in e are: -0.559 -0.603 -0.590 -0.224 -0.579 0.914 0.293 0.349

Result of the stability comparison: x is the least stable of them.

w:
Molecular formula: C3H7OS
Method: DFT, ωB97M-V/def2-TZVPD

HOMO level: -2.16 eV
LUMO energy: 3.272 eV

The geometry in ORCA input format:
```
! wB97M-V def2-TZVPD RIJCOSX def2/J DEFGRID3
* xyz -1 1
C -4.078 1.298 1.047
S -2.403 1.471 0.168
H -4.150 2.219 1.627
H -4.228 0.477 1.788
H -4.873 0.958 0.356
O 4.427 -1.709 -0.407
C 3.403 -1.007 -0.534
C 1.960 -1.645 -0.633
H 3.479 0.269 -0.741
H 1.415 -1.058 -1.277
H 1.957 -2.770 -0.912
H 1.723 -1.834 0.442
*
```

Want to see where the charge sits? The Mulliken charges in e are: -0.773 -0.781 0.164 0.205 0.189 -0.496 0.198 -0.753 0.236 0.321 0.243 0.248

x:
Molecular formula: C3H7OS
Method: DFT, ωB97M-V/def2-TZVPD

HOMO level: -2.34 eV
LUMO energy: 3.962 eV

The geometry in ORCA input format:
```
! wB97M-V def2-TZVPD RIJCOSX def2/J DEFGRID3
* xyz -1 1
C 0.316 1.412 -2.471
S -1.129 0.766 -1.467
H -0.118 1.732 -3.408
H 0.762 2.220 -1.885
H 1.081 0.648 -2.501
O 0.146 -0.070 3.260
C 0.192 -0.289 2.069
C -0.340 -1.502 1.407
H 0.577 0.493 1.375
H 0.345 -1.981 0.703
H -1.156 -1.246 0.726
H -0.677 -2.183 2.192
*
```

Want to see where the charge sits? The Mulliken charges in e are: -0.725 -0.741 0.216 0.159 0.170 -0.530 0.285 -0.813 0.241 0.246 0.179 0.313

Result of the stability comparison: w is the least stable of them.